Record 1
Molecular formula: C48H42BrN2O28
Method: DFT, the ωB97M-V functional and the def2-TZVPD basis

Gap between HOMO and LUMO: 6.33 eV
Energy: -180799.977 eV
F_max: 0.31 eV/Å
Charge: +1
Multiplicity: 1
Energy above the lowest of the compared OMol25 structures with the same formula, charge and spin: 0.00 kJ/mol

Atoms and positions in Å:
C: 2.040 -2.107 -4.140
C: 2.312 -1.007 -3.094
C: 2.463 -1.580 -1.697
N: 1.175 -2.257 -1.345
Br: 1.339 -3.350 0.198
C: 0.054 -1.265 -1.194
C: -0.087 -0.375 -2.421
C: 1.230 0.089 -3.059
N: 0.954 0.527 -4.421
H: 1.085 -1.943 -4.636
H: 2.806 -2.117 -4.911
H: 2.035 -3.117 -3.715
H: 3.266 -0.523 -3.316
H: 3.270 -2.304 -1.616
H: 2.610 -0.803 -0.947
H: 0.940 -2.911 -2.098
H: 0.279 -0.701 -0.290
H: -0.849 -1.842 -1.010
H: -0.759 -0.806 -3.161
H: -0.585 0.520 -2.048
H: 1.611 0.908 -2.432
H: 1.762 1.006 -4.808
H: 0.180 1.182 -4.452
C: 1.453 5.944 -1.837
C: 0.949 4.745 -2.157
C: 0.293 3.839 -1.134
O: -0.127 2.766 -1.552
C: 0.204 4.267 0.235
C: 0.703 5.472 0.559
C: 1.358 6.388 -0.462
O: 1.764 7.450 -0.038
O: 0.681 5.982 1.776
O: 0.973 4.227 -3.377
H: 1.922 6.596 -2.560
H: -0.271 3.613 0.954
H: 1.115 6.861 1.718
H: 0.511 3.368 -3.309
C: -4.045 -1.314 -5.125
C: -4.861 -2.197 -5.730
C: -4.401 -3.078 -6.885
O: -5.231 -3.856 -7.316
C: -3.050 -2.947 -7.369
C: -2.239 -2.071 -6.763
C: -2.694 -1.211 -5.599
O: -1.829 -0.480 -5.131
O: -0.968 -1.880 -7.084
O: -6.115 -2.398 -5.390
H: -4.366 -0.685 -4.306
H: -2.728 -3.581 -8.182
H: -0.637 -1.180 -6.481
H: -6.456 -3.094 -5.992
C: -1.646 2.710 5.079
C: -0.722 3.526 4.551
C: 0.386 4.154 5.382
O: 1.182 4.843 4.770
C: 0.423 3.897 6.802
C: -0.502 3.084 7.331
C: -1.583 2.428 6.496
O: -2.356 1.693 7.085
O: -0.561 2.763 8.613
O: -0.672 3.853 3.271
H: -2.436 2.256 4.497
H: 1.209 4.349 7.388
H: -1.335 2.173 8.716
H: 0.082 4.465 3.140
C: -5.941 3.804 9.628
C: -5.478 3.422 8.429
C: -6.270 2.524 7.491
O: -5.738 2.274 6.422
C: -7.560 2.039 7.911
C: -8.023 2.416 9.114
C: -7.240 3.331 10.043
O: -7.780 3.602 11.100
O: -9.187 2.045 9.612
O: -4.307 3.779 7.927
H: -5.385 4.447 10.296
H: -8.115 1.394 7.246
H: -9.256 2.474 10.491
H: -4.250 3.316 7.062
C: 3.737 1.869 9.474
C: 4.370 0.851 10.080
C: 5.089 -0.244 9.305
O: 5.629 -1.105 9.974
C: 5.087 -0.197 7.860
C: 4.454 0.820 7.260
C: 3.744 1.916 8.036
O: 3.211 2.778 7.354
O: 4.371 0.985 5.948
O: 4.436 0.692 11.387
H: 3.223 2.648 10.019
H: 5.598 -0.979 7.316
H: 3.866 1.819 5.827
H: 4.958 -0.123 11.541
C: 6.682 -1.362 -6.408
C: 7.866 -1.225 -5.784
C: 8.083 -0.238 -4.646
O: 9.191 -0.226 -4.150
C: 6.982 0.612 -4.232
C: 5.815 0.480 -4.872
C: 5.589 -0.536 -5.979
O: 4.450 -0.571 -6.425
O: 4.716 1.180 -4.607
O: 8.939 -1.926 -6.079
H: 6.521 -2.067 -7.211
H: 7.149 1.326 -3.438
H: 4.078 0.878 -5.292
H: 9.649 -1.628 -5.473
C: -2.496 -6.960 -7.551
C: -2.878 -8.164 -8.012
C: -3.657 -9.156 -7.159
O: -3.946 -10.206 -7.698
C: -3.993 -8.796 -5.800
C: -3.612 -7.594 -5.348
C: -2.842 -6.603 -6.203
O: -2.565 -5.538 -5.668
O: -3.860 -7.140 -4.128
O: -2.624 -8.606 -9.225
H: -1.941 -6.255 -8.153
H: -4.544 -9.504 -5.197
H: -3.477 -6.239 -4.104
H: -3.023 -9.500 -9.283



Record 2
Molecular formula: C52H60FI3N2O24S2
Method: DFT, the ωB97M-V functional and the def2-TZVPD basis

Gap between HOMO and LUMO: 6.33 eV
Energy: -155689.939 eV
F_max: 7.20 eV/Å
Charge: 0
Multiplicity: 1

Atoms and positions in Å:
C: -4.137 5.806 0.715
C: -3.781 4.253 1.049
I: -4.892 3.104 2.523
C: -2.704 3.656 0.339
I: -1.639 4.836 -1.197
C: -2.167 2.165 0.534
C: -2.617 1.030 -0.476
I: -4.010 1.646 -2.029
C: -2.099 -0.465 -0.358
C: -2.497 -1.635 -1.369
C: -2.037 -1.404 -2.887
C: -0.481 -1.634 -3.172
C: 0.509 -2.486 -2.321
C: 2.033 -2.584 -2.703
C: 2.633 -1.856 -3.968
C: 1.624 -1.020 -4.876
C: 0.128 -0.927 -4.453
C: -1.140 -0.737 0.857
C: -0.666 0.395 1.865
C: -1.160 1.871 1.720
C: -0.754 3.096 2.664
C: 0.272 4.154 1.950
N: -0.257 5.522 2.228
N: 0.272 0.082 2.958
C: 1.473 -0.653 2.506
C: 1.341 -1.981 1.646
C: 2.567 -2.817 1.145
C: 4.004 -2.291 1.513
C: 4.121 -0.956 2.342
C: 5.581 -0.335 2.707
C: 5.979 0.564 1.393
C: 7.063 1.713 1.708
S: 8.700 1.158 1.021
C: 2.895 -0.136 2.866
F: 2.978 1.062 3.653
S: -0.443 -2.430 1.253
H: -4.990 6.200 1.395
H: -3.246 6.508 0.902
H: -4.474 5.937 -0.388
H: -3.647 -1.721 -1.359
H: -2.082 -2.643 -0.985
H: -2.319 -0.390 -3.334
H: -2.605 -2.196 -3.523
H: 0.142 -3.055 -1.404
H: 2.790 -3.181 -2.075
H: 3.757 -1.935 -4.223
H: 1.967 -0.481 -5.839
H: -0.568 -0.309 -5.144
H: -1.723 3.680 2.926
H: -0.289 2.801 3.668
H: 0.443 3.921 0.839
H: 1.322 4.107 2.444
H: 0.480 6.239 2.252
H: -1.042 5.778 1.614
H: 0.500 0.898 3.541
H: 2.451 -3.776 0.509
H: 4.991 -2.801 1.212
H: 6.340 -1.200 2.742
H: 5.565 0.291 3.665
H: 6.225 -0.107 0.501
H: 4.992 1.112 1.114
H: 7.085 2.048 2.800
H: 6.752 2.642 1.084
H: 8.660 -0.243 0.871
C: -8.458 0.101 -2.091
C: -8.982 -0.946 -3.025
O: -7.821 -1.352 -3.735
C: -6.747 -1.059 -2.952
O: -5.623 -1.424 -3.179
O: -7.111 -0.302 -1.878
H: -9.008 0.132 -1.150
H: -8.461 1.100 -2.537
H: -9.393 -1.810 -2.496
H: -9.738 -0.555 -3.707
C: 5.370 -7.221 1.492
C: 4.907 -6.681 2.810
O: 5.741 -5.548 3.003
C: 6.165 -5.149 1.774
O: 6.749 -4.122 1.560
O: 5.841 -6.062 0.818
H: 4.565 -7.697 0.930
H: 6.197 -7.929 1.597
H: 3.864 -6.351 2.784
H: 5.032 -7.399 3.622
C: -4.517 -0.654 -6.777
C: -4.172 -1.569 -7.912
O: -2.894 -1.103 -8.324
C: -2.340 -0.465 -7.257
O: -1.199 -0.096 -7.205
O: -3.246 -0.298 -6.255
H: -5.127 -1.144 -6.016
H: -5.029 0.253 -7.112
H: -4.082 -2.613 -7.596
H: -4.890 -1.508 -8.731
C: 3.734 2.008 -3.281
C: 4.233 1.963 -4.690
O: 5.236 2.969 -4.708
C: 5.665 3.130 -3.425
O: 6.621 3.780 -3.107
O: 4.869 2.455 -2.551
H: 3.402 1.031 -2.927
H: 2.922 2.728 -3.145
H: 4.690 1.001 -4.940
H: 3.448 2.183 -5.415
C: 12.774 2.462 0.736
C: 12.201 1.173 0.232
O: 13.192 0.715 -0.677
C: 14.370 1.290 -0.310
O: 15.439 0.990 -0.761
O: 14.176 2.250 0.637
H: 12.485 2.672 1.767
H: 12.501 3.316 0.109
H: 12.079 0.431 1.026
H: 11.245 1.313 -0.273
C: -1.386 -0.022 5.876
C: -0.564 1.058 6.509
O: -1.530 2.049 6.829
C: -2.733 1.418 6.935
O: -3.731 1.930 7.357
O: -2.654 0.130 6.500
H: -0.980 -1.018 6.061
H: -1.504 0.118 4.798
H: -0.077 0.727 7.432
H: 0.193 1.457 5.832
C: -5.174 -4.074 1.990
C: -5.244 -2.729 1.336
O: -4.048 -2.098 1.770
C: -3.172 -3.084 2.092
O: -1.994 -2.900 2.338
O: -3.776 -4.302 2.101
H: -5.649 -4.854 1.394
H: -5.613 -4.076 2.992
H: -5.234 -2.793 0.243
H: -6.120 -2.158 1.648
C: -9.637 2.275 1.250
C: -10.233 1.423 2.328
O: -11.550 1.179 1.852
C: -11.521 1.328 0.499
O: -12.422 1.032 -0.234
O: -10.335 1.857 0.086
H: -8.563 2.114 1.138
H: -9.822 3.341 1.409
H: -9.715 0.466 2.440
H: -10.256 1.928 3.294